1.
Computed, not measured: a structure of composition C22H37FO8S4, with ωB97M-V/def2-TZVPD.

```
72
Properties=species:S:1:pos:R:3
F 1.4540 -3.9736 -0.9290
C 0.5660 -3.3506 -0.2490
C 1.0030 -2.6346 0.8680
C 0.0190 -1.7566 1.6350
C -1.2510 -1.7416 1.2120
C -1.6100 -2.3736 0.0520
C -0.7760 -3.2656 -0.5810
H 2.0220 -2.7366 1.3180
H 0.1800 -1.2706 2.3440
H -1.9900 -1.1946 1.6130
H -2.7330 -2.3386 -0.2690
H -0.9490 -3.6526 -1.4870
C 5.3520 1.8604 2.2880
C 5.4740 1.4514 0.7810
C 4.5440 0.4484 0.6360
S 4.7590 -0.6056 2.0680
O 5.6740 -1.6946 1.7700
O 3.4270 -0.7626 2.7040
C 5.6490 0.5284 3.0060
H 4.5410 2.2684 2.8380
H 6.0490 2.7284 2.5410
H 6.5580 1.0024 0.4040
H 5.2280 2.2644 0.1110
H 4.6010 -0.1666 -0.2840
H 3.3760 0.7174 0.7680
H 6.7610 0.3094 3.0330
H 5.1840 0.8104 3.8740
C 1.1580 -2.0466 -4.4810
C 0.6090 -0.7566 -3.8570
C 1.7040 -0.0336 -3.2380
S 3.2630 -0.5296 -4.0230
O 4.1440 -0.8686 -2.9700
O 3.7400 0.6234 -4.8390
C 2.6050 -1.9246 -4.8680
H 0.6980 -2.2996 -5.2910
H 1.1210 -2.7106 -3.4880
H -0.2290 -0.8676 -3.3230
H 0.4090 -0.1986 -4.7790
H 1.8850 -0.3906 -2.0900
H 1.4410 1.0394 -3.2150
H 3.2630 -2.6706 -4.7220
H 2.6310 -1.7516 -5.9160
C -7.1750 -1.5836 -0.2910
C -6.5490 -0.9466 0.8900
C -6.0240 0.2314 0.4540
S -5.6100 -0.0316 -1.2620
O -4.2250 -0.1936 -1.3990
O -6.3220 0.8994 -2.0580
C -6.2300 -1.5506 -1.3340
H -7.9600 -1.2306 -0.6690
H -7.3850 -2.7296 -0.0760
H -5.9780 -1.5246 1.5710
H -7.3600 -0.7206 1.6520
H -5.1660 0.4904 0.9430
H -6.8450 0.9014 0.4600
H -5.4660 -2.2996 -1.2640
H -6.7430 -1.3776 -2.3330
C -1.3780 3.0124 3.0880
C -0.7770 4.2854 2.5120
C 0.0750 3.9434 1.4100
S 0.7150 2.3644 1.7530
O 1.7200 2.3304 2.8640
O 1.0670 1.7284 0.6120
C -0.8200 1.8104 2.4530
H -2.4210 3.0984 2.8210
H -1.3470 2.9114 4.2180
H -0.3000 4.8144 3.1430
H -1.3860 5.0124 2.1430
H 0.9570 4.6194 1.3590
H -0.6450 3.6874 0.4890
H -0.6470 0.9924 3.4120
H -1.3320 1.5704 1.4710
```

For the gap between HOMO and LUMO, the calculation gives 0.33142 Ha. The calculation puts the highest occupied orbital energy at -8.942 eV. The energy above the lowest of the compared OMol25 structures with the same formula, charge and spin is 197.5 kJ/mol.

2.
Computed, not measured: a cluster of 3 separate species, C22H37N2O5 in total, with ωB97M-V/def2-TZVPD.

```
66
Properties=species:S:1:pos:R:3
C 2.8685 -1.2846 1.8807
O 3.4671 -0.3516 0.9937
C 3.2774 0.9906 1.4253
C 3.8885 1.9568 0.4349
C 3.1172 2.1424 -0.8808
C 3.3591 1.0734 -1.9723
C 2.3739 -0.1040 -2.0106
C 0.8816 0.2955 -1.8455
C 0.3314 -0.0457 -0.4522
C -1.2062 -0.2326 -0.4185
C -1.9186 0.7331 0.5412
C -1.5577 0.4026 1.9297
N -1.3091 0.3335 3.0432
C -1.7484 2.2497 0.2423
C -1.5197 2.5080 -1.1795
N -1.4067 2.7567 -2.2897
C -0.7178 2.9716 1.1582
O -1.2124 3.6597 2.0591
O 0.4812 2.8374 0.9329
H 2.1565 -1.9373 1.3760
H 3.6692 -1.9219 2.2758
H 2.4288 -0.7482 2.7213
H 3.8362 1.1016 2.3707
H 2.2378 1.2516 1.6415
H 4.9458 1.7369 0.2642
H 3.8785 2.9302 0.9337
H 3.4702 3.0894 -1.3011
H 2.0675 2.3014 -0.6276
H 3.3843 1.5575 -2.9499
H 4.3539 0.6586 -1.7808
H 2.4675 -0.5559 -3.0019
H 2.5955 -0.8991 -1.3009
H 0.7955 1.3540 -2.0755
H 0.2647 -0.2604 -2.5528
H 0.6796 0.6485 0.3114
H 0.7676 -1.0207 -0.2215
H -1.4210 -1.2491 -0.0837
H -1.6054 -0.1511 -1.4295
H -2.9881 0.5228 0.4739
H -2.7050 2.7213 0.4492
C -3.6037 -0.2156 6.8348
C -3.9378 0.2169 5.4135
C -4.5523 -1.0489 4.8415
O -5.1858 -1.7297 5.9364
C -4.7746 -1.1296 7.1667
H -3.5014 0.6135 7.5340
H -2.6704 -0.7836 6.8401
H -4.6804 1.0193 5.4339
H -3.0773 0.5638 4.8453
H -3.7839 -1.7093 4.4274
H -5.2910 -0.8467 4.0646
H -5.6208 -0.5597 7.5690
H -4.5131 -1.9120 7.8818
C 0.9694 -1.5906 -6.9087
C 0.1237 -2.7974 -6.5299
C 0.5298 -3.0152 -5.0802
O 0.8606 -1.7314 -4.5442
C 0.9570 -0.7874 -5.6172
H 0.5828 -1.0310 -7.7597
H 1.9886 -1.9085 -7.1439
H -0.9373 -2.5419 -6.5880
H 0.2973 -3.6724 -7.1560
H 1.4177 -3.6538 -5.0085
H -0.2669 -3.4607 -4.4824
H 0.0851 -0.1270 -5.5686
H 1.8558 -0.1837 -5.4862
```

For the gap between HOMO and LUMO, the calculation gives 0.28269 Ha. The charge is -1. The calculation puts the highest occupied orbital energy at -5.166 eV.

3.
Computed, not measured: a structure of composition C22H37N2Pt, with ωB97M-V/def2-TZVPD.

```
62
Properties=species:S:1:pos:R:3
Pt -1.1669 -0.8867 0.3058
C 0.1084 0.3247 1.2664
C 1.3823 -0.1031 0.6664
C 2.0328 1.0114 0.1020
C 1.0563 2.0996 0.1509
C -0.0840 1.7265 0.7564
C -1.3284 2.5171 0.9493
C -1.7437 2.6607 2.4072
C -1.2556 3.9844 0.3898
C -2.3339 1.6869 0.1291
C 3.4034 1.3784 -0.4918
C 4.5395 0.9693 0.4276
C 3.6040 2.9539 -0.7295
C 3.5521 0.8931 -1.9557
C 1.8570 -1.5482 0.7041
C 2.5221 -2.0514 -0.5572
C 2.7466 -1.6683 1.9850
C 0.6781 -2.5456 0.9055
H 0.0599 0.0943 2.3627
H 1.2555 3.0002 -0.3466
H -0.9792 3.2944 2.9798
H -1.8333 1.6888 2.9007
H -2.6845 3.1905 2.4497
H -0.4045 4.5731 0.7173
H -2.1035 4.5943 0.6104
H -0.9865 3.9078 -0.6972
H -2.3827 0.6096 0.4834
H -2.1569 1.7692 -0.9629
H -3.3267 2.1380 0.2763
H 4.2972 1.3334 1.4543
H 5.4768 1.5002 0.0970
H 4.7010 -0.1239 0.5172
H 3.6337 3.5522 0.1709
H 2.8162 3.2933 -1.3997
H 4.5631 3.1510 -1.2636
H 3.2896 -0.0853 -2.1654
H 4.5866 1.0165 -2.2996
H 2.9277 1.4815 -2.6808
H 3.5179 -1.7167 -0.7662
H 1.9142 -1.6726 -1.3957
H 2.5628 -3.1290 -0.6449
H 2.1866 -1.4330 2.9508
H 3.5680 -0.9302 1.9352
H 3.1987 -2.6084 2.1447
H -0.1668 -2.3409 0.1406
H 0.3421 -2.6565 1.9451
H 1.0183 -3.5217 0.5370
C -5.5099 -1.3066 -2.6319
C -4.4078 -1.8459 -1.8367
C -4.4597 -2.8740 -0.8973
C -3.1901 -2.9570 -0.2481
N -2.4043 -1.9419 -0.7906
N -3.1857 -1.2858 -1.7577
C -2.6143 -4.0963 0.4872
H -6.1126 -0.6202 -2.0357
H -6.1811 -2.0938 -2.9619
H -5.1904 -0.7299 -3.5034
H -5.2816 -3.5970 -0.8115
H -2.7377 -0.7179 -2.4192
H -3.3596 -4.8674 0.8009
H -1.9233 -3.7487 1.3391
H -1.9034 -4.6904 -0.1952
```

For the gap between HOMO and LUMO (alpha / beta), the calculation gives 0.26513 / 0.13626 Ha. The charge is +3. The calculation puts the highest occupied orbital energy (alpha / beta) at -17.794 / -18.524 eV. The multiplicity is 5.

4.
Computed, not measured: a structure of composition C22H37N4O6PPdS, with ωB97M-V/def2-TZVPD.

```
72
Properties=species:S:1:pos:R:3
Pd 2.5145 0.7102 -0.0445
C -3.3015 3.0860 -3.6462
C -1.8820 2.5909 -3.5565
C -1.1693 2.2460 -4.6999
C 0.1255 1.7526 -4.6100
C 0.7174 1.5942 -3.3669
C 0.0267 1.9477 -2.2152
C -1.2626 2.4427 -2.3188
S 2.3611 0.8849 -3.2571
O 2.1713 -0.5254 -3.0386
O 3.0155 1.2570 -4.5017
N 3.0356 1.5392 -1.9718
C 3.4148 2.8650 -1.9788
C 3.1844 3.7848 -3.0326
C 3.5514 5.1022 -2.8712
C 4.1646 5.5232 -1.6945
C 4.3819 4.5512 -0.7312
N 4.0278 3.2815 -0.8560
H -3.5392 3.4251 -4.6558
H -3.4753 3.9143 -2.9573
H -4.0078 2.2940 -3.3849
H -1.6343 2.3667 -5.6734
H 0.6882 1.4946 -5.4981
H 0.5138 1.8203 -1.2518
H -1.8019 2.7052 -1.4147
H 2.7327 3.4565 -3.9548
H 3.3555 5.8074 -3.6727
H 4.4582 6.5523 -1.5328
H 4.8686 4.8030 0.2088
N 1.9206 0.0027 1.8623
C 1.9495 0.8948 3.0279
C 3.3056 1.5543 3.2674
N 3.7064 2.6197 2.3572
H 0.9671 -0.3707 1.8035
H 2.5256 -0.7934 2.0410
H 1.6556 0.3444 3.9331
H 1.1924 1.6654 2.8681
H 4.0827 0.7819 3.2460
H 3.3027 1.9562 4.2879
H 3.7631 2.2498 1.4014
H 2.9533 3.3002 2.3038
C -1.7122 -5.3284 3.6363
C -2.5422 -4.0587 3.4653
C -3.6833 -4.3151 2.4824
C -3.0915 -3.6082 4.8173
O -1.6175 -3.0929 2.9693
P -2.0499 -1.6373 2.3238
O -3.3259 -1.1881 2.9398
O -0.8008 -0.8312 2.3594
O -2.4238 -2.0504 0.7957
C -1.4887 -2.2731 -0.2770
C -2.3084 -3.0028 -1.3358
C -0.9880 -0.9444 -0.8276
C -0.3131 -3.1446 0.1556
H -2.3187 -6.1351 4.0573
H -0.8712 -5.1321 4.3032
H -1.3163 -5.6492 2.6711
H -4.3317 -5.1073 2.8691
H -3.2846 -4.6247 1.5150
H -4.2660 -3.4062 2.3386
H -3.7489 -4.3781 5.2343
H -3.6388 -2.6757 4.6921
H -2.2649 -3.4400 5.5114
H -3.1670 -2.3935 -1.6240
H -2.6749 -3.9537 -0.9417
H -1.6991 -3.1948 -2.2213
H -1.8331 -0.2984 -1.0745
H -0.3861 -1.1094 -1.7247
H -0.3530 -0.4394 -0.1020
H -0.6635 -4.1063 0.5371
H 0.2616 -2.6504 0.9370
H 0.3411 -3.3092 -0.7033
```

For the gap between HOMO and LUMO, the calculation gives 0.17864 Ha. The charge is -2. The calculation puts the highest occupied orbital energy at -0.382 eV. The energy above the lowest of the compared OMol25 structures with the same formula, charge and spin is 0.0 kJ/mol.

5.
Computed, not measured: a structure of composition C22H38AsGeN5PS4Ti, with ωB97M-V/def2-TZVPD.

```
73
Properties=species:S:1:pos:R:3
Ti 0.3241 0.4126 0.5164
C 2.1734 2.8923 -0.1500
C 0.8871 2.2862 -0.3709
C -0.1525 2.4751 0.6749
C 0.2286 3.2737 1.8248
C 1.4879 3.7300 2.0122
C 2.4973 3.5296 1.0000
H 2.9157 2.8111 -0.9397
H 0.5559 2.2078 -1.4036
H -1.1936 2.5648 0.3610
H -0.5388 3.5211 2.5538
H 1.7307 4.2938 2.9074
H 3.4971 3.9211 1.1481
S 1.3138 -3.1246 -3.5396
As 0.8751 -2.7141 -1.4964
S 2.4516 -0.1104 1.2127
S -0.4588 -0.9173 -1.4169
S 0.0185 -4.3083 -0.3748
C 1.8765 -0.0962 -5.7260
N 2.3175 1.1028 -5.0136
C 2.1696 2.2516 -5.8894
N 0.8205 2.4421 -6.4311
C 0.4223 1.1931 -7.0850
N 0.5135 0.0077 -6.2514
C -0.4605 0.0374 -5.1506
P -0.2721 1.4879 -3.9964
C 1.5670 1.2743 -3.7618
C -0.1185 2.7713 -5.3483
H 1.9311 -0.9541 -5.0550
H 2.5530 -0.2530 -6.5733
H 2.8496 2.1205 -6.7382
H 2.4590 3.1561 -5.3472
H 1.0799 1.0504 -7.9494
H -0.6058 1.3008 -7.4440
H -0.3511 -0.8744 -4.5569
H -1.4711 0.0422 -5.5719
H 1.7156 0.4005 -3.1233
H 1.9627 2.1414 -3.2256
H 0.1919 3.7177 -4.8937
H -1.1078 2.9408 -5.7868
N -1.7768 -0.0140 1.3087
C -2.5280 -0.8481 1.5688
N -3.3552 -1.8440 1.8613
C -3.9845 -1.8182 3.1845
C -3.1064 -2.4679 4.2485
C -2.6836 -3.8703 3.8158
C -1.9992 -3.8244 2.4522
C -2.8924 -3.1771 1.4060
H -4.9327 -2.3587 3.0975
H -4.2104 -0.7812 3.4342
H -3.6512 -2.4903 5.1970
H -2.2168 -1.8509 4.4004
H -3.5703 -4.5162 3.7614
H -2.0178 -4.3073 4.5633
H -1.7142 -4.8172 2.1030
H -1.0691 -3.2501 2.5072
H -3.7891 -3.7771 1.2226
H -2.3484 -3.0601 0.4677
C -0.6720 0.7130 4.4717
Ge 0.9206 -0.3509 3.9666
C 2.4435 0.7163 4.5935
C 0.8291 -1.9880 5.0845
C 1.0605 -0.8003 2.1043
H -0.7081 0.8590 5.5553
H -1.6028 0.2476 4.1468
H -0.6036 1.6878 3.9866
H 2.3010 1.0179 5.6348
H 2.5287 1.6051 3.9662
H 3.3714 0.1501 4.5051
H 0.6494 -1.7411 6.1346
H 1.7681 -2.5398 5.0094
H 0.0306 -2.6501 4.7431
H 0.8738 -1.8590 1.8972
```

For the gap between HOMO and LUMO (alpha / beta), the calculation gives 0.17773 / 0.17803 Ha. The charge is -2. The calculation puts the highest occupied orbital energy (alpha / beta) at -0.606 / -0.624 eV. The energy above the lowest of the compared OMol25 structures with the same formula, charge and spin is 102.7 kJ/mol. The multiplicity is 2.

6.
Computed, not measured: a structure of composition C22H38BrGe2N7O2SSn, with ωB97M-V/def2-TZVPD.

```
74
Properties=species:S:1:pos:R:3
Sn 2.2743 -0.2597 -3.0185
N 0.9966 1.3139 -1.6176
C -0.4141 1.0002 -1.0142
C -1.1583 2.2615 -0.5477
C -1.9861 2.9134 -1.6668
C -2.7404 1.9154 -2.6609
N -2.0136 1.6705 -3.8621
C -2.3009 2.2331 -5.0353
N -3.0818 3.2684 -5.1837
N -1.5959 1.7719 -6.0856
C -0.1545 -0.0475 0.0626
O -0.4423 0.1979 1.3226
O 0.2775 -1.0947 -0.3098
H 1.7022 1.3398 -0.8445
H 0.8626 2.2607 -1.9795
H -0.9391 0.4558 -1.8709
H -0.5769 2.9956 0.0134
H -1.9320 1.8589 0.1545
H -1.3612 3.7633 -2.1199
H -2.8112 3.4605 -1.1065
H -3.7035 2.4470 -2.8909
H -2.8541 1.0178 -2.1185
H -1.3499 0.8629 -3.9829
H -3.4367 3.6854 -4.2998
H -2.9947 3.9815 -5.9741
H -1.0351 0.9242 -6.0497
H -1.5825 2.2993 -6.9215
N 2.1994 1.7419 -4.3395
N 3.2930 1.9754 -5.2348
C 4.3748 1.1258 -5.1586
N 5.5696 1.6523 -5.4274
S 4.2237 -0.5921 -4.8114
H 1.3501 1.5063 -4.8838
H 1.9825 2.6278 -3.8493
H 3.4238 2.9893 -5.3555
H 5.7125 2.6954 -5.3987
H 6.3548 1.0564 -5.6049
Br 0.2598 -0.8088 -4.7060
C -2.2632 -3.5892 0.3368
Ge -1.0347 -3.4686 1.9039
C 0.4045 -4.7897 1.4395
C -2.1501 -4.1015 3.3566
Ge -0.2615 -1.1881 2.6241
C 1.7689 -1.3732 2.9489
C 2.4586 -0.2547 2.6072
C 3.6779 0.0196 3.3135
C 4.2201 -0.8970 4.2031
C 3.5688 -2.1142 4.3882
C 2.3868 -2.3673 3.7569
C -1.2588 -0.3000 4.0549
C -0.5033 0.0029 5.1973
C -1.1002 0.5877 6.3150
C -2.5231 0.8090 6.3212
C -3.2428 0.4602 5.1822
C -2.6319 -0.1216 4.0568
H -2.9181 -4.4877 0.3791
H -1.5975 -3.6556 -0.5016
H -2.8059 -2.6565 0.3009
H 0.0409 -5.2198 0.4849
H 0.4175 -5.4951 2.3099
H 1.4004 -4.3751 1.3570
H -2.5011 -5.1347 3.1531
H -3.0295 -3.4859 3.6206
H -1.5874 -4.1714 4.3151
H 2.0627 0.5293 1.9286
H 4.2251 0.9633 3.1077
H 5.1428 -0.6424 4.7503
H 4.0242 -2.8637 5.1295
H 1.8520 -3.2720 3.9472
H 0.5460 -0.3281 5.2731
H -0.4946 0.9256 7.1062
H -3.0650 1.2893 7.1581
H -4.3018 0.7447 5.2745
H -3.3191 -0.4453 3.2776
```

For the gap between HOMO and LUMO (alpha / beta), the calculation gives 0.30063 / 0.16340 Ha. The charge is +3. The calculation puts the highest occupied orbital energy (alpha / beta) at -15.769 / -15.722 eV. The energy above the lowest of the compared OMol25 structures with the same formula, charge and spin is 150.9 kJ/mol. The multiplicity is 2.